(1)
Formula: C34H38F6N10PSV
Source: the Open Molecules 2025 dataset
Level of theory: the ωB97M-V functional and the def2-TZVPD basis

XYZ file:
```
91
Properties=species:S:1:pos:R:3:forces:R:3
V -1.271 0.186 0.614 1.3 -0.6 -0.6
C -1.949 -2.879 3.633 0.0 0.1 0.3
C -1.674 -2.248 2.423 0.1 0.0 -0.1
N -1.705 -0.916 2.339 0.0 -0.1 0.1
C -2.044 -0.215 3.442 0.0 0.1 -0.2
C -2.246 -0.863 4.645 0.0 -0.2 0.1
N -2.193 -2.189 4.738 0.0 0.0 -0.1
C -2.265 1.207 3.171 0.1 -0.1 -0.2
C -2.789 2.119 4.050 -0.1 0.1 0.1
C -3.069 3.426 3.621 0.0 0.0 0.0
C -2.795 3.740 2.279 0.0 0.1 0.1
C -2.260 2.789 1.453 0.1 -0.2 -0.1
N -1.977 1.531 1.885 -0.7 0.4 0.5
C -1.871 2.982 0.053 0.0 -0.2 0.1
C -2.123 4.086 -0.735 0.0 0.1 -0.1
N -1.684 4.156 -1.990 0.1 0.0 0.0
C -0.959 3.150 -2.455 -0.2 0.3 0.1
C -0.684 2.021 -1.686 0.0 -0.1 0.1
N -1.177 1.927 -0.445 0.0 0.5 -0.4
C -3.650 4.419 4.527 0.0 -0.1 -0.1
C -3.244 5.750 4.469 0.0 0.1 0.0
C -3.838 6.655 5.339 -0.1 -0.2 0.0
N -4.788 6.306 6.204 0.0 0.0 0.0
C -5.177 5.034 6.254 0.1 0.1 -0.1
C -4.630 4.048 5.443 0.0 0.0 0.1
H -1.965 -3.959 3.703 0.0 0.0 0.0
H -1.459 -2.823 1.536 0.0 0.1 0.0
H -2.460 -0.315 5.555 0.0 0.0 0.0
H -2.994 1.830 5.072 0.0 0.0 0.0
H -3.028 4.724 1.895 0.0 0.0 0.0
H -2.696 4.927 -0.363 0.0 0.0 0.0
H -0.587 3.228 -3.469 0.0 0.0 0.0
H -0.067 1.205 -2.057 -0.1 -0.1 0.0
H -2.462 6.077 3.794 0.0 0.0 0.0
H -3.544 7.698 5.338 0.0 0.0 0.0
H -5.956 4.794 6.967 0.0 0.0 0.0
H -4.996 3.030 5.504 0.0 0.0 0.0
F -1.088 -1.482 -0.335 -0.2 0.1 0.6
P -2.690 -1.599 -1.275 -0.5 -0.4 -1.1
F -1.992 -2.598 -2.228 0.1 -0.1 0.1
F -4.063 -1.510 -1.958 -0.1 0.0 0.2
F -3.123 -0.404 -0.079 0.4 0.3 0.4
F -2.084 -0.339 -2.045 0.1 0.1 0.0
F -3.074 -2.685 -0.222 0.0 0.1 0.2
C 0.933 -2.019 -7.312 0.0 0.0 0.1
C 1.799 -1.084 -6.470 -0.1 0.0 -0.1
C 0.999 -0.196 -5.515 0.0 -0.1 0.0
C 0.069 -0.968 -4.581 0.2 0.1 -0.1
N 0.753 -2.059 -3.880 -0.2 0.1 0.1
C 1.444 -1.978 -2.746 0.1 0.0 -0.1
S 1.514 -0.519 -1.816 -0.1 -0.1 0.3
N 2.110 -3.065 -2.358 -0.1 0.0 0.1
C 2.991 -3.185 -1.195 0.2 0.1 0.0
C 4.330 -2.458 -1.339 0.0 -0.1 -0.2
C 5.393 -3.242 -2.108 0.0 0.0 0.0
C 4.987 -3.633 -3.529 0.0 0.0 0.1
H 1.537 -2.544 -8.051 0.0 0.0 0.0
H 0.161 -1.463 -7.848 0.0 0.0 0.0
H 0.430 -2.787 -6.714 0.0 0.0 0.0
H 2.362 -0.433 -7.138 0.1 0.0 0.0
H 2.543 -1.657 -5.909 0.0 0.0 0.0
H 0.375 0.488 -6.098 0.0 0.0 0.0
H 1.683 0.409 -4.914 0.0 0.0 0.0
H -0.750 -1.416 -5.141 0.0 -0.1 0.0
H -0.359 -0.305 -3.835 -0.1 0.0 0.0
H 0.782 -2.940 -4.375 0.0 0.0 0.0
H 2.072 -3.865 -2.973 0.1 0.0 0.0
H 3.170 -4.252 -1.055 -0.1 0.0 0.0
H 2.452 -2.811 -0.326 0.0 0.0 0.0
H 4.699 -2.236 -0.333 0.0 0.0 0.0
H 4.154 -1.496 -1.827 0.0 0.0 0.0
H 5.657 -4.143 -1.545 0.0 0.0 0.0
H 6.298 -2.636 -2.148 0.0 0.0 0.0
H 4.194 -4.387 -3.536 0.0 0.0 0.0
H 5.832 -4.067 -4.062 0.0 0.0 0.0
H 4.645 -2.763 -4.098 0.0 0.0 0.0
N 2.216 1.571 2.273 0.2 -0.1 0.1
C 1.150 1.688 1.511 -0.1 -0.1 -0.1
N 0.594 0.490 1.247 -0.4 -0.2 0.2
C 1.419 -0.463 1.889 0.0 0.1 -0.2
C 1.394 -1.854 1.886 -0.1 0.0 0.0
C 2.350 -2.505 2.646 0.0 0.0 0.0
C 3.321 -1.800 3.370 0.0 0.0 0.0
C 3.394 -0.420 3.321 0.1 0.1 0.0
C 2.430 0.219 2.555 0.0 0.1 0.1
H 2.805 2.338 2.572 0.0 0.0 0.0
H 0.792 2.636 1.147 0.0 0.0 0.0
H 0.695 -2.405 1.274 0.0 0.0 0.0
H 2.362 -3.587 2.671 0.0 0.0 0.0
H 4.040 -2.349 3.964 0.0 0.0 0.0
H 4.169 0.127 3.844 0.0 0.0 0.0
```
Positions in Å, forces in eV/Å.

Computed properties:
Gap between HOMO and LUMO (alpha / beta) in hartree: 0.141 / 0.145
Total charge: +3
E in Ha: -4148.06589
2S+1: 2
LUMO energy (alpha / beta) in eV: -12.201 / -11.822
E_HOMO (alpha / beta) in Ha: -0.5890 / -0.5793
⟨S²⟩: 0.779

=====

(2)
Formula: C5H12N2
Source: the Open Molecules 2025 dataset
Level of theory: the ωB97M-V functional and the def2-TZVPD basis

XYZ file:
```
19
Properties=species:S:1:pos:R:3:forces:R:3
C -2.091 -0.926 1.049 0.0 -0.3 0.2
C -1.176 -0.887 -1.089 0.2 -0.4 -0.3
N -1.814 -0.286 -0.199 -0.3 0.6 0.0
H -3.175 -0.984 1.165 0.0 0.0 0.1
H -1.712 -0.297 1.857 0.0 -0.1 0.1
H -1.662 -1.936 1.134 0.0 0.0 0.0
H -0.991 -0.377 -2.023 0.1 0.0 -0.2
H -0.791 -1.914 -0.999 0.0 0.1 0.1
C 0.704 2.001 -0.328 0.1 -0.2 0.0
N 1.568 -0.473 1.078 -0.2 0.0 0.2
C 1.780 -0.257 -0.276 0.3 0.0 -0.2
C 1.451 0.852 -0.936 0.0 0.1 -0.1
H 1.436 -1.437 1.342 0.0 0.1 0.0
H 0.875 0.141 1.481 0.0 -0.1 0.1
H 2.327 -1.051 -0.767 0.0 0.0 -0.1
H 1.745 0.943 -1.970 0.1 -0.1 -0.1
H 1.291 2.480 0.455 0.0 0.1 0.1
H -0.238 1.661 0.109 -0.1 0.1 0.0
H 0.472 2.746 -1.086 0.0 0.1 0.1
```
Positions in Å, forces in eV/Å.

Computed properties:
Gap between HOMO and LUMO in hartree: 0.331
E in Ha: -307.16500
2S+1: 1
LUMO energy in eV: 0.994
E_HOMO in Ha: -0.2941
Structure (SMILES): C/C=C\N.C=NC

=====

Question: Which value of E does entry 2 give?
Answer: -307.16500 Ha

=====

Question: Which formula does entry 2 have?
Answer: C5H12N2

=====

Question: Which value of E does entry 2 give?
Answer: -307.16500 Ha